1.
Density functional theory data (wB97M-V/def2-TZVPD) for a structure of composition C42H41N8OPbS.

Element x y z (Å)
Pb -0.00457 0.47134 -0.96076
C -5.39927 1.28353 -2.27486
C -6.11088 0.98417 -0.98502
C -7.38816 0.43190 -0.98281
C -8.06445 0.18086 0.20261
C -7.47253 0.47981 1.41993
C -6.19549 1.01858 1.44281
C -5.52271 1.26521 0.25422
N -4.18876 1.78588 0.31239
C -3.08071 1.01602 0.10968
N -3.32302 -0.31376 -0.02039
C -2.45512 -1.42971 0.06351
C -1.09469 -1.38314 -0.24124
C -0.38727 -2.58828 -0.20681
C -0.99500 -3.79304 0.11211
C -2.34677 -3.80330 0.42030
C -3.09584 -2.63557 0.40639
C -4.56570 -2.68167 0.73304
N -1.88394 1.51940 0.05474
C -1.70257 2.90924 0.32600
C -1.48365 3.31291 1.64056
C -1.22497 4.64172 1.93538
C -1.18692 5.57401 0.90908
C -1.41798 5.17227 -0.39717
C -1.67944 3.84187 -0.71775
C -1.92367 3.42494 -2.14091
H -5.97173 0.91106 -3.12302
H -4.40482 0.83067 -2.30607
H -5.26579 2.35844 -2.41094
H -7.86488 0.20689 -1.92906
H -9.05917 -0.24340 0.17314
H -7.99893 0.29105 2.34555
H -5.70312 1.25168 2.37835
H -4.04233 2.78447 0.29756
H -4.29909 -0.54649 0.07578
H 0.66618 -2.58992 -0.46104
H -0.42444 -4.71282 0.12032
H -2.83698 -4.73461 0.67733
H -4.86232 -3.69200 1.00645
H -5.19196 -2.38270 -0.11562
H -4.82058 -2.02550 1.56994
H -1.51835 2.56613 2.42600
H -1.05112 4.94763 2.95879
H -0.98059 6.61344 1.12559
H -1.39590 5.90560 -1.19419
H -2.00554 4.29845 -2.78582
H -2.83758 2.83904 -2.24066
H -1.11671 2.79863 -2.52708
N 3.08081 4.47086 3.46413
C 2.46689 3.51366 3.30642
C 1.69935 2.32022 3.09578
C 1.15449 1.60860 4.15984
C 0.40016 0.48149 3.88214
C 0.21241 0.11229 2.56040
N 0.74064 0.79178 1.54177
C 1.46869 1.87087 1.79949
H 1.31957 1.93868 5.17637
H -0.04122 -0.10294 4.67663
H -0.38276 -0.75407 2.29374
H 1.87607 2.40876 0.95085
N 7.66875 -1.22122 -0.79340
C 8.85573 -1.56421 -0.17934
C 10.18466 -1.46731 -0.58226
C 11.13055 -1.91926 0.31375
C 10.77122 -2.44847 1.56629
C 9.45333 -2.54040 1.95689
C 8.48031 -2.08836 1.06367
N 7.10380 -2.06172 1.19465
C 6.66482 -1.54196 0.08258
C 5.24241 -1.32317 -0.19639
C 4.77335 -0.76333 -1.37881
C 3.40988 -0.58600 -1.54074
N 2.50885 -0.93236 -0.62506
C 2.96641 -1.47466 0.50893
C 4.30404 -1.68772 0.76855
H 7.56947 -0.81456 -1.70542
H 10.46668 -1.06051 -1.54410
H 12.17774 -1.86561 0.04781
H 11.55184 -2.78914 2.23282
H 9.16965 -2.94609 2.91820
H 5.43972 -0.45649 -2.17354
H 3.02360 -0.13523 -2.44943
H 2.21653 -1.75139 1.24151
H 4.63695 -2.12546 1.69836
C -0.46850 -2.06287 -4.32473
S -1.90947 -1.02815 -4.07146
C -2.88860 -2.23512 -3.17405
O -1.48038 0.02134 -3.08165
H -0.73606 -2.91141 -4.95372
H -0.10488 -2.40093 -3.35381
H 0.28192 -1.45792 -4.82954
H -3.19903 -3.01098 -3.87414
H -3.76795 -1.71515 -2.79562
H -2.31265 -2.65531 -2.35072

Output
orbital gap	7.8885	eV
energy above the lowest of the compared OMol25 structures with the same formula, charge and spin	0.0	kcal/mol
total charge	+1
DFT total energy	-2729.28473	hartree
HOMO level	-10.24	eV

Results of the Löwdin charge analysis, in e, for atoms 1 through 4: 1.320, -0.023, -0.211, -0.033

=====

2.
Density functional theory data (wB97M-V/def2-TZVPD) for a structure of composition C27H26HgIN5O4S2.

Element x y z (Å)
Hg 1.46773 0.14754 -0.21721
C -0.71638 4.13710 -1.07293
C -0.40376 3.89575 0.37707
N -0.99220 4.67868 1.27746
C -0.70472 4.44581 2.56440
C 0.12450 3.44319 3.00922
C 0.34294 3.29947 4.48500
O -0.42621 2.24496 5.08698
C 0.75365 2.56346 2.07129
C 1.52272 1.48016 2.59289
N 2.23991 0.53936 1.92035
C 3.00335 -0.35705 2.59099
C 3.21153 -0.34560 4.00086
C 3.92507 -1.32325 4.66325
C 4.51765 -2.38043 3.98075
C 4.41476 -2.39215 2.59541
C 3.69643 -1.41324 1.93772
I 3.79127 -1.51591 -0.18116
C 0.49637 2.85695 0.68933
O 1.05151 2.22900 -0.32760
H -1.29070 5.05830 -1.16760
H -1.29767 3.30652 -1.48713
H 0.20774 4.20312 -1.65224
H -1.17746 5.10822 3.28529
H 0.03449 4.21399 4.99119
H 1.40568 3.14498 4.69965
H -0.47368 1.52416 4.44894
H 1.52999 1.41039 3.67196
H 2.80700 0.46831 4.58426
H 4.02916 -1.25195 5.74008
H 5.05710 -3.16184 4.49880
H 4.90456 -3.17011 2.02337
O -3.89440 -1.49140 -1.64304
C -3.65464 -2.08602 -0.46568
C -4.69628 -2.80802 0.12141
C -4.51187 -3.45457 1.32783
C -3.28128 -3.39878 1.97806
C -2.24951 -2.68055 1.40305
C -2.40986 -2.01563 0.18775
C -1.24777 -1.25755 -0.35927
O -0.17243 -1.27135 0.30964
N -1.45635 -0.65562 -1.51868
N -0.34892 -0.01572 -2.02992
C -0.55132 0.64770 -3.08365
S 0.76436 1.38115 -3.98962
C -0.33046 2.56895 -4.80099
C -1.59026 1.82707 -5.20895
S -2.16634 0.86016 -3.78708
H -3.04835 -1.02332 -1.88958
H -5.64671 -2.84305 -0.39614
H -5.33641 -4.00225 1.76911
H -3.13362 -3.90672 2.92240
H -1.28360 -2.60696 1.88494
H 0.20363 2.96739 -5.66347
H -0.55713 3.37572 -4.10552
H -1.39566 1.15702 -6.04602
H -2.39294 2.51512 -5.47579
C -0.12189 -3.45823 -4.42423
C 1.37998 -3.52072 -4.12530
C 1.84783 -2.27290 -3.52043
N 2.16073 -1.25746 -3.08729
H -0.45299 -4.40672 -4.84580
H -0.34191 -2.66363 -5.13571
H -0.68909 -3.26257 -3.51517
H 1.95378 -3.69517 -5.03555
H 1.59932 -4.33328 -3.43190

Output
orbital gap (spin up / spin down)	4.5896 / 6.4518	eV
energy above the lowest of the compared OMol25 structures with the same formula, charge and spin	18.7	kcal/mol
total charge	-1
⟨S²⟩	0.786
DFT total energy	-2866.73351	hartree
spin multiplicity	2
HOMO level (spin up / spin down)	-2.55 / -4.41	eV

Results of the Löwdin charge analysis, in e, for atoms 1 through 4: 0.982, -0.046, -0.290, 0.077